1.
ORCA calculation (ωB97M-V with the def2-TZVPD basis set) on a 5-piece molecular cluster, H10O5 overall.

```
! RIJCOSX wB97M-V def2-TZVPD def2/J DEFGRID3
* xyz 0 1
O 2.00 3.07 3.97
H 1.10 3.06 3.63
H 1.89 2.99 4.92
O -0.02 0.02 -0.44
H -0.76 0.26 0.12
H -0.41 -0.49 -1.14
O 4.00 -0.49 -3.16
H 3.91 0.42 -3.46
H 3.18 -0.67 -2.69
O -2.74 -0.76 2.94
H -2.93 0.10 3.31
H -2.12 -1.16 3.56
O -2.12 -1.81 -3.82
H -3.03 -1.88 -3.51
H -1.94 -2.66 -4.22
*
```

Properties
HOMO-LUMO gap (eV): 11.6
SMILES: O.O.O.O.O
Energy relative to the best compared isomer or geometry (same formula, charge and spin) (kJ/mol): 137.3
E (eV): -10399.426
LUMO energy (eV): 0.35

natural (NBO) atomic charge list, values in e, 5 entries: number 1, O, carries -0.9313; number 2, H, carries 0.4656; number 3, H, carries 0.4656; number 4, O, carries -0.9429; number 5, H, carries 0.4700

2.
ORCA calculation (ωB97M-V with the def2-TZVPD basis set) on H10O5 as an isolated structure.

```
! RIJCOSX wB97M-V def2-TZVPD def2/J DEFGRID3
* xyz 0 1
O 0.62 -0.66 -2.28
H 1.58 -0.60 -2.33
H 0.38 -0.08 -1.56
O -1.02 2.67 0.92
H -0.67 2.55 1.81
H -0.95 1.80 0.52
O -1.26 -2.48 1.27
H -1.15 -1.54 1.17
H -1.12 -2.84 0.40
O -0.47 -0.63 0.77
H 0.39 -0.50 1.16
H -0.42 -0.19 -0.08
O 1.05 0.60 -0.60
H 1.81 0.54 -0.02
H 1.23 1.36 -1.15
*
```

Properties
HOMO-LUMO gap (eV): 9.0
Energy relative to the best compared isomer or geometry (same formula, charge and spin) (kJ/mol): 446.1
E (eV): -10396.226
LUMO energy (eV): -0.53

natural (NBO) atomic charge list, values in e, 5 entries: number 1, O, carries -0.9517; number 2, H, carries 0.4508; number 3, H, carries 0.4450; number 4, O, carries -0.9344; number 5, H, carries 0.4683